Entry 1:
Entry from OMol25: a structure of composition C29H30AuFN8O5S (ωB97M-V/def2-TZVPD).

Structure (XYZ):
```
75
C29H30AuFN8O5S (ωB97M-V/def2-TZVPD)
Au -0.4809 2.8833 -1.9917
N -4.0527 -3.7556 -3.9127
C -3.8608 -2.5934 -3.2503
C -4.9618 -1.8562 -2.7761
C -4.7716 -0.6709 -2.1092
C -3.4735 -0.2069 -1.8776
C -2.3700 -0.9263 -2.3411
C -2.5625 -2.1026 -3.0250
S -3.2531 1.2770 -1.0430
O -2.1686 1.2003 -0.1106
O -4.4961 1.8574 -0.6665
N -2.5525 2.2897 -2.2903
C -3.3336 2.7537 -3.2957
N -4.5087 2.1553 -3.5215
C -5.2392 2.6849 -4.4861
C -4.8062 3.7846 -5.2225
C -3.5418 4.2788 -4.9411
N -2.7830 3.7592 -3.9871
H -4.9784 -4.0939 -4.1019
H -3.2826 -4.2572 -4.3182
H -5.9631 -2.2235 -2.9520
H -5.6110 -0.0898 -1.7623
H -1.3723 -0.5505 -2.1769
H -1.7132 -2.6562 -3.3992
H -6.1932 2.2165 -4.6930
H -5.4147 4.2142 -6.0020
H -3.1272 5.1026 -5.5077
F -0.9551 -2.6120 1.9287
C 0.1601 -1.8738 1.7448
C 0.1323 -0.8930 0.7979
C 1.2677 -0.1137 0.5557
C 1.2408 0.9219 -0.4708
O 0.2495 0.9590 -1.2522
C 2.3636 1.7843 -0.5166
C 3.4554 1.4785 0.2566
N 3.5201 0.4771 1.1407
C 4.7598 0.2071 1.8398
C 4.8555 0.5162 3.3067
C 5.5950 1.3545 2.3069
C 2.4124 -0.3386 1.3301
C 2.4205 -1.3509 2.2969
C 1.3059 -2.1414 2.5198
N 1.3531 -3.1259 3.5312
C 2.4972 -4.0232 3.5742
C 2.9169 -4.1962 5.0367
N 1.6849 -4.0380 5.8932
C 0.4986 -4.6545 5.2144
C 0.1410 -3.7922 3.9980
C 2.5284 3.0074 -1.3855
O 3.6193 3.5232 -1.4753
O 1.4820 3.5051 -1.9676
H -0.7761 -0.7036 0.2496
H 4.3421 2.0882 0.1431
H 5.2720 -0.6720 1.4658
H 5.4158 -0.1643 3.9307
H 3.9905 0.9660 3.7717
H 6.6652 1.2450 2.2219
H 5.2303 2.3569 2.1426
H 3.2987 -1.4817 2.9091
H 3.3342 -3.6159 3.0126
H 2.2537 -4.9914 3.1205
H 3.6253 -3.4359 5.3629
H 3.3300 -5.1836 5.2389
H 1.5031 -3.0375 6.0150
H 1.8364 -4.4409 6.8215
H -0.3242 -4.7070 5.9257
H 0.7972 -5.6686 4.9497
H -0.5900 -3.0359 4.2850
H -0.3234 -4.4403 3.2482
C 0.6720 7.0258 -3.3946
C -0.1087 5.9179 -2.8787
N -0.6891 5.0344 -2.4356
H 0.5394 7.8912 -2.7475
H 0.3533 7.2690 -4.4055
H 1.7196 6.7294 -3.3957
```

Output
Highest occupied orbital energy (spin up / spin down) in eV: -12.29 / -12.21
<S²>: 2.042
ΔE to the lowest compared entry with this formula, charge and spin in kJ/mol: 0.0
Total charge: +2
E in eV: -69946.4577
2S+1: 3

---

Entry 2:
Entry from OMol25: a structure of composition C29H30BrCdN6O2S (ωB97M-V/def2-TZVPD).

Structure (XYZ):
```
70
C29H30BrCdN6O2S (ωB97M-V/def2-TZVPD)
Cd -0.7031 0.9499 0.3674
S -0.2169 0.8117 2.7561
C 0.3872 -0.8384 2.6265
N 0.6722 -1.4424 3.7514
N 1.2918 -2.6043 3.8021
C 2.2462 -3.2012 2.9392
C 2.2984 -4.5874 2.9164
C 3.2587 -5.2322 2.1461
C 4.1671 -4.4945 1.4060
C 4.1225 -3.1045 1.4573
C 3.1705 -2.4517 2.2169
N 0.5373 -1.5890 1.4845
N 0.2079 -1.1188 0.3755
C 0.3935 -1.9842 -0.7367
C 0.9446 -3.2602 -0.6282
C 1.1106 -4.0190 -1.7732
C 0.7356 -3.5212 -3.0162
C 0.1856 -2.2509 -3.1159
C 0.0159 -1.4838 -1.9749
H 1.2581 -3.0019 4.7292
H 1.5820 -5.1613 3.4886
H 3.2898 -6.3125 2.1294
H 4.9154 -4.9927 0.8064
H 4.8488 -2.5217 0.9064
H 3.1499 -1.3704 2.2516
H 1.2493 -3.6363 0.3386
H 1.5433 -5.0073 -1.6954
H 0.8734 -4.1222 -3.9037
H -0.1078 -1.8579 -4.0795
H -0.4030 -0.4836 -2.0480
Br -1.6468 8.4435 0.2992
C -1.9279 6.5820 0.2171
C -2.8410 6.0680 -0.6906
C -3.0459 4.6980 -0.7479
C -2.3332 3.8555 0.0962
C -1.4038 4.3754 0.9870
C -1.2096 5.7428 1.0599
N -2.5061 2.4458 0.0546
C -3.6816 1.9669 0.0428
C -3.9191 0.5123 0.0061
C -5.2101 0.0195 -0.0864
C -5.3912 -1.3575 -0.1078
C -4.2806 -2.1752 -0.0244
C -3.0219 -1.5919 0.0752
N -2.8423 -0.2790 0.0867
H -3.3827 6.7288 -1.3506
H -3.7376 4.2910 -1.4746
H -0.8529 3.7141 1.6467
H -0.5080 6.1570 1.7686
H -4.5593 2.6147 0.0927
H -6.0504 0.6980 -0.1369
H -6.3835 -1.7782 -0.1832
H -4.3742 -3.2509 -0.0310
H -2.1332 -2.2037 0.1545
C 3.3023 -0.3883 -1.0411
O 2.4002 0.6057 -0.5986
C 2.6626 1.8632 -1.1734
C 1.6618 2.8417 -0.6112
O 0.3088 2.5084 -0.9492
C -0.0572 2.8018 -2.2927
H 4.3351 -0.1059 -0.8107
H 3.2069 -0.5539 -2.1198
H 3.0554 -1.3100 -0.5180
H 2.5976 1.8067 -2.2703
H 3.6727 2.2169 -0.9247
H 1.8729 3.8575 -0.9588
H 1.7010 2.8248 0.4799
H 0.1793 3.8440 -2.5199
H -1.1333 2.6566 -2.3701
H 0.4520 2.1437 -2.9998
```

Output
Highest occupied orbital energy in eV: -9.57
ΔE to the lowest compared entry with this formula, charge and spin in kJ/mol: 92.9
Total charge: +1
E in eV: -129030.4739
2S+1: 1

---

Entry 3:
Entry from OMol25: an isolated molecule of C29H30Cl2N2O3 (ωB97M-V/def2-TZVPD).

Structure (XYZ):
```
66
C29H30Cl2N2O3 (ωB97M-V/def2-TZVPD)
C 5.8025 -0.7711 -2.5964
C 4.9092 0.0857 -1.7518
C 5.0197 0.0607 -0.3664
C 4.2122 0.8623 0.4191
C 3.2761 1.6939 -0.1697
C 3.1423 1.7264 -1.5520
C 2.0530 2.5584 -2.1829
O 0.7978 1.8979 -2.1484
C 0.6914 0.8280 -3.0584
C -0.7314 0.2661 -2.9954
C -0.9354 -0.8576 -4.0259
C -0.8542 -0.3228 -5.4277
C 0.2558 -0.5657 -6.2255
C 0.3291 -0.0501 -7.5081
C -0.7085 0.7175 -8.0073
C -1.8199 0.9653 -7.2186
C -1.8918 0.4486 -5.9379
N -1.0823 -0.1664 -1.6523
C -0.2358 -1.1251 -0.9785
C 0.6328 -0.4942 0.1167
N -0.1051 -0.3157 1.3472
C 0.2235 -1.0601 2.4241
O 1.1528 -1.8446 2.4308
C -0.6237 -0.8688 3.6536
C -0.1256 -0.1250 4.7150
C -0.8701 -0.0227 5.8796
Cl -0.2656 0.9095 7.1968
C -2.0958 -0.6577 6.0073
C -2.5687 -1.4080 4.9421
Cl -4.0882 -2.2099 5.0850
C -1.8450 -1.5210 3.7658
C -1.2028 0.6186 1.2932
C -2.3610 0.1137 0.4195
C -2.1444 0.4279 -1.0541
O -2.8898 1.1825 -1.6467
C 3.9645 0.9223 -2.3304
H 5.8170 -1.7936 -2.2232
H 6.8237 -0.3917 -2.5636
H 5.4738 -0.7788 -3.6326
H 5.7466 -0.5904 0.0968
H 4.3092 0.8359 1.4939
H 2.6458 2.3227 0.4425
H 1.8995 3.4810 -1.6174
H 2.3112 2.8121 -3.2211
H 1.4348 0.0503 -2.8268
H 0.8789 1.1832 -4.0833
H -1.4257 1.0837 -3.2180
H -0.1868 -1.6399 -3.8838
H -1.9238 -1.2893 -3.8548
H 1.0686 -1.1668 -5.8415
H 1.1978 -0.2493 -8.1188
H -0.6525 1.1192 -9.0081
H -2.6335 1.5616 -7.6042
H -2.7600 0.6414 -5.3248
H 0.4150 -1.5795 -1.7250
H -0.8442 -1.9250 -0.5433
H 1.4811 -1.1430 0.3449
H 0.9955 0.4763 -0.2304
H 0.8322 0.3636 4.6336
H -2.6661 -0.5747 6.9181
H -2.2258 -2.1183 2.9527
H -1.5613 0.7980 2.3082
H -0.8353 1.5659 0.8824
H -3.2775 0.6291 0.7089
H -2.5078 -0.9564 0.5725
H 3.8714 0.9542 -3.4079
```

Output
SMILES: Cc1cccc(COC[C@@H](Cc2ccccc2)N2CCN(C(=O)c3cc(Cl)cc(Cl)c3)CCC2=O)c1
Highest occupied orbital energy in eV: -9.00
E in eV: -64728.9130
2S+1: 1